Record 1
The following is a quantum chemistry calculation of the molecule C5H9NO, from the Open Molecules 2025 dataset.

The geometry in XYZ format:
```
16
Properties=species:S:1:pos:R:3:forces:R:3
C -0.625665 -1.071214 0.999187 0.0 0.0 0.0
C 0.424656 -0.631477 0.017176 0.2 -0.1 -0.1
N 1.511494 -1.270632 -0.195675 -0.4 0.4 -0.1
O 1.613231 -2.405639 0.604641 0.2 -0.3 0.0
C 0.282840 0.615884 -0.779270 0.1 -0.1 -0.1
C -1.040213 1.290178 -1.023628 -0.2 0.0 -0.1
C -0.052285 1.912504 -0.086078 0.0 0.1 0.2
H -1.446465 -0.353167 1.069512 0.2 -0.1 0.0
H -0.194852 -1.214127 1.994608 0.0 0.0 -0.1
H -1.038097 -2.037634 0.689368 0.1 0.1 0.0
H 2.454997 -2.778911 0.313893 -0.2 0.0 0.1
H 1.012485 0.673606 -1.581619 -0.1 0.0 0.1
H -1.184975 1.748720 -1.997131 0.0 -0.1 0.2
H -1.941298 0.851264 -0.604254 0.2 0.1 -0.1
H -0.261017 1.868821 0.980108 0.0 0.0 -0.2
H 0.485157 2.801818 -0.400839 -0.1 -0.1 0.0
```
Forces are in eV/Å.

Calculated values
Kohn-Sham gap, eV: 10.1
Charge: 0
Relative energy (zero: lowest compared OMol25 entry of this formula, charge and spin), kJ/mol: 282.37
DFT total energy, eV: -8866.2861

=====

Record 2
The following is a quantum chemistry calculation of the molecule C5H9NO, from the Open Molecules 2025 dataset.

The geometry in XYZ format:
```
16
Properties=species:S:1:pos:R:3:forces:R:3
C 1.586772 0.990317 0.192777 0.0 0.0 0.0
C 0.393447 0.080752 -0.000299 0.0 0.1 -0.1
C -0.983869 0.723789 0.007329 0.2 0.1 0.0
N -1.982961 -0.232601 -0.468815 -0.3 0.1 0.1
C 0.458240 -1.353012 0.612332 0.0 -0.2 0.1
C 0.526678 -1.122355 -0.844511 0.1 -0.1 -0.3
O 0.694833 -1.591165 -1.935029 -0.1 0.2 0.6
H 2.524631 0.442876 0.049124 -0.1 0.1 0.0
H 1.600531 1.423782 1.200422 -0.1 -0.1 -0.1
H 1.570102 1.809234 -0.535438 0.0 -0.1 0.1
H -1.203494 1.108628 1.017449 0.0 -0.1 -0.2
H -0.962722 1.590158 -0.665296 0.0 -0.1 0.1
H -2.491342 -0.667998 0.290562 0.0 0.1 -0.1
H -2.653321 0.195140 -1.093556 0.1 0.0 0.1
H 1.375101 -1.643061 1.122177 -0.1 0.1 -0.1
H -0.452625 -1.754482 1.050777 0.1 0.0 -0.1
```
Forces are in eV/Å.

Calculated values
Kohn-Sham gap, eV: 9.6
Charge: 0
Relative energy (zero: lowest compared OMol25 entry of this formula, charge and spin), kJ/mol: 231.17
DFT total energy, eV: -8866.8167